[1]
Molecular formula: C3H6O4
Method: DFT, ωB97M-V with the def2-TZVPD basis set

Structure (ORCA input):
```
! wB97M-V def2-TZVPD RIJCOSX def2/J DEFGRID3
* xyz 0 1
C -0.23 1.15 -1.04
C 1.50 -1.20 -0.07
C -0.79 -0.78 1.57
O -1.37 0.13 1.11
O -1.35 0.85 -1.61
O -0.19 2.24 -0.34
O -0.47 -1.66 2.24
H -1.07 2.62 -0.09
H -2.14 1.33 -1.28
H 0.84 -0.27 -0.45
H 1.95 -1.07 0.91
H 2.31 -1.19 -0.80
H 1.02 -2.17 -0.14
*
```

Calculated values
Kohn-Sham gap = 9.2 eV
Relative energy (zero: lowest compared OMol25 entry of this formula, charge and spin) = 57.6 kcal/mol

Atomic partial charges in e from the Löwdin method, atoms 1 to 6: C -0.31; C -0.08; C -0.42; O 0.17; O 0.07; O 0.06


[2]
Molecular formula: CHClFN
Method: DFT, ωB97M-V with the def2-TZVPD basis set

Structure (ORCA input):
```
! wB97M-V def2-TZVPD RIJCOSX def2/J DEFGRID3
* xyz 0 3
C -1.32 -1.26 1.50
N 0.64 0.80 -0.51
F 0.44 -0.08 -1.52
Cl -1.19 0.08 0.67
H 1.43 0.46 -0.14
*
```

Calculated values
Kohn-Sham gap (alpha / beta) = 7.5 / 9.6 eV
Relative energy (zero: lowest compared OMol25 entry of this formula, charge and spin) = 80.1 kcal/mol
<S²> = 2.01

Population analysis type Löwdin, resulting atomic charges in e: C -0.50; N -0.02; F -0.14; Cl 0.66; H 0.00


[3]
Molecular formula: C23H34N2O4
Method: DFT, ωB97M-V with the def2-TZVPD basis set

Structure (ORCA input):
```
! wB97M-V def2-TZVPD RIJCOSX def2/J DEFGRID3
* xyz 0 1
C -2.40 0.48 4.06
C -1.51 1.64 4.48
C -0.03 1.36 4.17
C 0.89 2.54 4.51
C 1.05 2.72 6.02
C 1.55 1.42 6.64
C 0.59 0.28 6.29
N 0.45 0.17 4.86
C 0.70 -1.02 4.26
O 0.99 -2.02 4.90
C 0.65 -1.06 2.77
C -0.31 -1.84 2.13
C -0.32 -1.96 0.76
C 0.66 -1.32 -0.02
O 0.56 -1.53 -1.36
C 1.49 -0.94 -2.25
C 1.16 0.54 -2.51
C -0.19 0.66 -3.23
N -0.16 -0.10 -4.46
C -0.17 0.55 -5.65
O -0.37 1.75 -5.71
C 0.06 -0.27 -6.91
C -1.25 -0.80 -7.52
O -1.92 -1.72 -6.68
C -2.98 -1.16 -5.94
C 0.05 -1.51 -4.22
C 1.41 -1.73 -3.56
C 1.63 -0.56 0.62
C 1.62 -0.44 2.00
H -3.44 0.70 4.28
H -2.12 -0.43 4.60
H -2.31 0.29 3.00
H -1.64 1.84 5.54
H -1.80 2.54 3.93
H 0.04 1.17 3.09
H 0.48 3.45 4.07
H 1.87 2.36 4.07
H 0.10 3.00 6.47
H 1.76 3.53 6.22
H 1.63 1.51 7.72
H 2.54 1.18 6.24
H 0.98 -0.68 6.65
H -0.38 0.46 6.76
H -1.06 -2.35 2.72
H -1.06 -2.55 0.25
H 2.50 -1.03 -1.84
H 1.95 0.97 -3.13
H 1.11 1.09 -1.57
H -0.99 0.28 -2.59
H -0.39 1.70 -3.49
H 0.50 0.42 -7.64
H 0.75 -1.09 -6.74
H -1.00 -1.34 -8.44
H -1.90 0.04 -7.77
H -2.65 -0.33 -5.32
H -3.35 -1.96 -5.30
H -3.79 -0.82 -6.60
H -0.73 -1.85 -3.53
H -0.05 -2.08 -5.14
H 2.21 -1.40 -4.22
H 1.54 -2.79 -3.34
H 2.41 -0.07 0.06
H 2.40 0.14 2.48
*
```

Calculated values
Kohn-Sham gap = 9.2 eV
Relative energy (zero: lowest compared OMol25 entry of this formula, charge and spin) = 23.1 kcal/mol

Atomic partial charges in e from the Löwdin method, atoms 1 to 6: C -0.09; C -0.19; C -0.30; C -0.14; C -0.20; C -0.17


[4]
Molecular formula: C26H28BBrGdN10O4S
Method: DFT, ωB97M-V with the def2-TZVPD basis set

Structure (ORCA input):
```
! wB97M-V def2-TZVPD RIJCOSX def2/J DEFGRID3
* xyz 0 7
Gd -0.04 0.44 -0.16
C -0.54 -3.18 2.86
C -0.51 -2.71 1.54
N -0.60 -1.39 1.50
N -0.69 -0.97 2.79
C -0.64 -2.03 3.62
B -0.78 0.52 3.22
N 0.62 1.17 3.09
C 1.35 1.94 3.91
C 2.48 2.35 3.24
C 2.35 1.78 1.97
N 1.24 1.06 1.89
N -1.78 1.29 2.31
C -2.33 2.49 2.59
C -3.26 2.78 1.63
C -3.20 1.70 0.75
N -2.31 0.80 1.15
N -1.27 0.58 4.66
C -2.55 0.62 5.10
C -2.53 0.40 6.46
C -1.17 0.25 6.77
N -0.41 0.34 5.69
H -0.48 -4.19 3.21
H -0.41 -3.27 0.62
H -0.69 -1.89 4.68
H 1.02 2.11 4.92
H 3.28 2.97 3.60
H 2.99 1.87 1.11
H -2.03 3.03 3.47
H -3.87 3.67 1.55
H -3.71 1.56 -0.19
H -3.37 0.76 4.42
H -3.38 0.37 7.12
H -0.71 0.07 7.73
C -1.77 -0.35 -3.06
N -1.45 -1.18 -1.88
C -2.71 -1.59 -1.24
C -0.71 -2.38 -2.30
C 0.77 -2.13 -2.47
C 1.59 -2.91 -3.30
C 2.95 -2.69 -3.36
C 3.56 -1.67 -2.61
C 2.78 -0.87 -1.78
C 1.46 -1.20 -1.76
H -2.36 -0.93 -3.78
H -0.85 0.00 -3.53
H -2.33 0.52 -2.74
H -3.35 -2.14 -1.94
H -3.24 -0.70 -0.90
H -2.51 -2.21 -0.37
H -1.13 -2.80 -3.22
H -0.84 -3.14 -1.53
H 1.13 -3.69 -3.90
H 3.56 -3.29 -4.02
H 4.62 -1.49 -2.69
H 3.21 -0.05 -1.21
O 0.67 2.75 -0.22
S 0.07 2.61 -1.59
O 0.08 3.75 -2.43
O -1.30 2.03 -1.27
O 0.79 1.37 -2.11
Br 4.57 -5.18 3.87
C 3.74 -3.83 2.85
C 3.44 -4.05 1.51
C 2.82 -3.03 0.82
N 2.50 -1.85 1.35
C 2.81 -1.66 2.63
C 3.43 -2.61 3.42
H 3.67 -4.99 1.03
H 2.57 -3.17 -0.23
H 2.54 -0.70 3.05
H 3.65 -2.41 4.46
*
```

Calculated values
Kohn-Sham gap (alpha / beta) = 9.1 / 7.6 eV
<S²> = 13.01

Atomic partial charges in e from the Löwdin method, atoms 1 to 6: Gd 1.68; C -0.04; C -0.16; N -0.06; N 0.03; C -0.05


[5]
Molecular formula: C36H44N4NiO3S2
Method: DFT, ωB97M-V with the def2-TZVPD basis set

Structure (ORCA input):
```
! wB97M-V def2-TZVPD RIJCOSX def2/J DEFGRID3
* xyz -2 3
Ni -0.06 -0.12 0.02
C 2.66 -0.02 5.58
C 2.73 -1.34 4.80
C 1.67 -1.45 3.75
C 0.50 -2.14 3.80
C -0.05 -2.97 4.92
C -1.21 -2.29 5.65
C -0.20 -1.86 2.54
N 0.54 -1.02 1.78
C 1.69 -0.75 2.47
C 2.75 -0.01 1.97
C 2.75 0.75 0.79
C 3.90 1.43 0.19
C 5.32 1.34 0.66
C 5.70 2.50 1.60
C 3.42 2.10 -0.89
C 1.99 1.85 -0.92
C 1.10 2.47 -1.79
C -0.26 2.22 -1.90
N -0.88 1.18 -1.31
C -2.13 1.14 -1.81
C -3.02 0.11 -1.58
C -2.86 -0.95 -0.69
N -1.86 -1.06 0.21
C -2.14 -2.11 1.00
C -1.39 -2.45 2.14
C -3.37 -2.75 0.55
C -3.81 -2.03 -0.51
C -4.95 -2.32 -1.43
C -4.46 -2.95 -2.74
C -3.98 -3.98 1.16
C -4.93 -3.66 2.32
C -2.34 2.24 -2.76
C -1.17 2.91 -2.82
C -0.82 4.10 -3.64
C -0.71 5.39 -2.81
C -3.56 2.43 -3.60
C -3.43 1.69 -4.94
N 1.64 1.01 0.07
C 4.17 2.83 -1.96
C 4.27 1.98 -3.24
H 3.42 0.03 6.36
H 1.68 0.09 6.05
H 2.80 0.83 4.91
H 2.64 -2.18 5.50
H 3.71 -1.43 4.34
H 0.75 -3.19 5.63
H -0.39 -3.94 4.53
H -0.87 -1.38 6.15
H -1.65 -2.95 6.41
H -2.00 -2.00 4.95
H 3.67 -0.03 2.54
H 5.99 1.33 -0.20
H 5.47 0.39 1.18
H 5.54 3.46 1.11
H 6.76 2.44 1.90
H 5.09 2.48 2.50
H 1.51 3.19 -2.49
H -3.91 0.10 -2.19
H -1.79 -3.24 2.77
H -5.48 -1.39 -1.66
H -5.67 -2.97 -0.94
H -3.75 -2.30 -3.25
H -5.29 -3.16 -3.42
H -3.94 -3.89 -2.54
H -3.19 -4.65 1.50
H -4.53 -4.53 0.39
H -4.40 -3.09 3.10
H -5.33 -4.57 2.78
H -5.76 -3.05 1.98
H -1.57 4.23 -4.42
H 0.13 3.92 -4.15
H -1.68 5.63 -2.36
H -0.39 6.24 -3.43
H 0.01 5.26 -2.00
H -3.73 3.50 -3.78
H -4.43 2.06 -3.07
H -2.60 2.10 -5.53
H -4.35 1.76 -5.53
H -3.17 0.64 -4.78
H 5.17 3.09 -1.60
H 3.66 3.77 -2.19
H 4.85 1.08 -3.05
H 4.75 2.54 -4.05
H 3.28 1.66 -3.57
O 1.31 0.42 -3.96
S 0.50 -0.81 -3.85
O -0.93 -0.52 -4.07
O 0.99 -1.87 -4.74
S 0.72 -1.57 -1.92
*
```

Calculated values
Kohn-Sham gap (alpha / beta) = 5.2 / 5.2 eV
Relative energy (zero: lowest compared OMol25 entry of this formula, charge and spin) = 0.0 kcal/mol
<S²> = 2.01

Atomic partial charges in e from the Löwdin method, atoms 1 to 6: Ni 0.47; C -0.10; C -0.21; C -0.14; C -0.14; C -0.20


[6]
Molecular formula: H10O5
Method: DFT, ωB97M-V with the def2-TZVPD basis set

Structure (ORCA input):
```
! wB97M-V def2-TZVPD RIJCOSX def2/J DEFGRID3
* xyz 0 1
O 1.96 -0.96 0.93
H 1.09 -0.59 0.73
H 1.95 -1.07 1.84
O -0.85 -0.21 0.10
H -0.81 0.09 -0.81
H -1.20 0.44 0.65
O -0.50 1.83 2.03
H 0.26 1.50 1.54
H -0.69 1.12 2.64
O -0.46 1.35 -2.26
H -0.57 2.09 -1.67
H -0.14 1.65 -3.11
O -0.13 -2.76 -0.89
H 0.46 -2.33 -1.52
H -0.38 -2.15 -0.21
*
```

Calculated values
Kohn-Sham gap = 10.8 eV
Relative energy (zero: lowest compared OMol25 entry of this formula, charge and spin) = 26.0 kcal/mol

Atomic partial charges in e from the Löwdin method, atoms 1 to 6: O -0.03; H -0.01; H 0.00; O -0.03; H 0.02; H -0.01